Entry P
# C27H33BNO3PS5V

C27H33BNO3PS5V as an isolated structure (ωB97M-V with the def2-TZVPD basis set, the Open Molecules 2025 dataset).

Atoms and positions in Å:
1 V -0.210 0.044 -0.109
2 C 4.041 0.861 0.633
3 C 3.310 1.564 1.776
4 S 2.465 0.338 2.783
5 C 1.153 1.282 3.564
6 C -0.078 0.397 3.765
7 S -0.780 -0.555 2.373
8 C -0.003 -2.171 2.607
9 C -0.196 -3.029 1.368
10 S 0.584 -2.373 -0.134
11 C 2.321 -2.844 -0.060
12 C 3.318 -1.782 0.358
13 S 3.003 -0.190 -0.434
14 H 4.480 1.616 -0.019
15 H 4.857 0.230 0.988
16 H 4.014 2.143 2.373
17 H 2.575 2.242 1.355
18 H 1.471 1.629 4.546
19 H 0.914 2.157 2.965
20 H 0.108 -0.354 4.534
21 H -0.907 1.012 4.111
22 H 1.054 -2.022 2.818
23 H -0.475 -2.651 3.464
24 H 0.196 -4.033 1.526
25 H -1.249 -3.126 1.105
26 H 2.381 -3.700 0.613
27 H 2.520 -3.198 -1.071
28 H 3.287 -1.641 1.435
29 H 4.315 -2.122 0.078
30 O -1.736 -1.209 -0.911
31 S -2.763 -0.106 -0.855
32 O -4.059 -0.466 -0.419
33 O -2.018 0.899 -0.007
34 C -2.833 0.612 -2.446
35 C -4.096 0.839 -2.976
36 C -4.201 1.460 -4.211
37 C -3.057 1.842 -4.893
38 C -1.800 1.606 -4.349
39 C -1.658 0.997 -3.113
40 P 0.037 0.627 -2.475
41 C 0.961 2.165 -2.724
42 C 0.307 3.382 -2.546
43 C 1.025 4.568 -2.538
44 C 2.402 4.547 -2.706
45 C 3.063 3.337 -2.878
46 C 2.349 2.146 -2.877
47 C 0.647 -0.564 -3.706
48 C 0.322 -1.913 -3.560
49 C 0.698 -2.833 -4.529
50 C 1.399 -2.414 -5.651
51 C 1.707 -1.070 -5.812
52 C 1.330 -0.145 -4.849
53 H -4.974 0.531 -2.425
54 H -5.178 1.646 -4.638
55 H -3.139 2.324 -5.858
56 H -0.917 1.910 -4.900
57 H -0.764 3.416 -2.389
58 H 0.507 5.506 -2.382
59 H 2.963 5.474 -2.695
60 H 4.137 3.318 -3.017
61 H 2.876 1.210 -3.013
62 H -0.258 -2.247 -2.712
63 H 0.433 -3.876 -4.412
64 H 1.694 -3.131 -6.406
65 H 2.241 -0.736 -6.693
66 H 1.575 0.899 -4.993
67 B 0.363 4.361 1.057
68 C 0.409 2.858 0.678
69 N 0.459 1.735 0.378
70 H -0.563 4.804 0.391
71 H 0.133 4.393 2.257
72 H 1.437 4.844 0.743

As for the spin multiplicity: 3. Its charge is +1.


Entry Q
# C27H33BNO3PS5V

C27H33BNO3PS5V as an isolated structure (ωB97M-V with the def2-TZVPD basis set, the Open Molecules 2025 dataset).

Atoms and positions in Å:
1 V 0.537 0.475 -0.281
2 C -2.578 -0.991 -1.812
3 C -3.848 -0.388 -1.238
4 S -3.541 1.270 -0.525
5 C -3.346 0.856 1.255
6 C -2.400 1.814 1.959
7 S -0.605 1.442 1.816
8 C -0.313 0.458 3.328
9 C -1.105 -0.829 3.495
10 S -0.446 -2.229 2.502
11 C -1.934 -2.867 1.631
12 C -1.694 -2.919 0.134
13 S -1.274 -1.254 -0.542
14 H -2.123 -0.296 -2.520
15 H -2.772 -1.947 -2.298
16 H -4.299 -1.022 -0.474
17 H -4.568 -0.227 -2.041
18 H -2.979 -0.166 1.293
19 H -4.336 0.920 1.710
20 H -2.617 1.853 3.027
21 H -2.504 2.818 1.545
22 H -0.535 1.134 4.158
23 H 0.761 0.256 3.325
24 H -2.156 -0.691 3.249
25 H -1.031 -1.138 4.539
26 H -2.784 -2.236 1.881
27 H -2.122 -3.873 2.008
28 H -2.580 -3.268 -0.395
29 H -0.850 -3.569 -0.093
30 O 2.046 1.522 0.261
31 S 2.525 0.379 1.086
32 O 2.885 0.720 2.421
33 O 1.504 -0.681 0.976
34 C 3.895 -0.319 0.190
35 C 5.098 -0.596 0.807
36 C 6.068 -1.294 0.104
37 C 5.821 -1.696 -1.200
38 C 4.614 -1.406 -1.817
39 C 3.626 -0.718 -1.114
40 P 2.012 -0.342 -1.881
41 C 1.420 -1.924 -2.525
42 C 0.487 -1.906 -3.563
43 C -0.121 -3.084 -3.957
44 C 0.179 -4.274 -3.308
45 C 1.090 -4.289 -2.264
46 C 1.706 -3.115 -1.862
47 C 2.500 0.682 -3.299
48 C 2.575 2.061 -3.108
49 C 3.012 2.872 -4.141
50 C 3.351 2.316 -5.366
51 C 3.261 0.947 -5.559
52 C 2.847 0.125 -4.527
53 H 5.242 -0.278 1.829
54 H 7.006 -1.536 0.581
55 H 6.573 -2.252 -1.738
56 H 4.430 -1.732 -2.832
57 H 0.258 -0.968 -4.057
58 H -0.825 -3.080 -4.775
59 H -0.294 -5.192 -3.622
60 H 1.317 -5.215 -1.757
61 H 2.407 -3.119 -1.036
62 H 2.290 2.486 -2.150
63 H 3.086 3.939 -3.994
64 H 3.687 2.949 -6.172
65 H 3.516 0.518 -6.516
66 H 2.784 -0.944 -4.680
67 B -1.467 3.081 -3.220
68 C -0.868 2.150 -2.216
69 N -0.367 1.423 -1.436
70 H -2.614 2.783 -3.362
71 H -1.423 4.172 -2.744
72 H -0.849 3.008 -4.235

As for the spin multiplicity: 3. Its charge is +1.


Stability check: which of them is most stable? entry P.


Entry P
# C29H26N3O3RhS2

C29H26N3O3RhS2 as an isolated structure (ωB97M-V with the def2-TZVPD basis set, the Open Molecules 2025 dataset).

Atoms and positions in Å:
1 Rh 0.151 -0.196 0.804
2 C 4.381 0.002 1.146
3 C 2.951 0.128 1.563
4 O 2.117 -0.027 0.621
5 C 2.573 0.432 2.903
6 C 3.556 0.383 3.927
7 C 3.255 0.716 5.217
8 C 1.951 1.143 5.520
9 C 0.979 1.221 4.557
10 C 1.257 0.859 3.224
11 O 0.261 0.985 2.371
12 H 4.440 -0.144 0.072
13 H 4.839 -0.852 1.649
14 H 4.945 0.890 1.432
15 H 4.560 0.069 3.678
16 H 4.007 0.663 5.992
17 H 1.707 1.421 6.538
18 H -0.019 1.568 4.790
19 C -4.147 -0.223 1.329
20 C -2.747 -0.670 1.591
21 O -1.878 -0.230 0.812
22 C -2.450 -1.601 2.685
23 C -1.136 -1.961 3.001
24 C -0.843 -2.836 4.021
25 C -1.895 -3.379 4.755
26 C -3.208 -3.042 4.465
27 C -3.489 -2.155 3.438
28 H -4.165 0.449 0.477
29 H -4.538 0.289 2.211
30 H -4.797 -1.079 1.139
31 H -0.333 -1.498 2.441
32 H 0.181 -3.095 4.254
33 H -1.685 -4.067 5.563
34 H -4.017 -3.469 5.042
35 H -4.518 -1.902 3.224
36 S 0.875 2.268 -2.767
37 C 0.620 0.926 -1.779
38 N 0.096 1.182 -0.605
39 C -0.122 2.556 -0.406
40 C -0.694 3.182 0.701
41 C -0.828 4.552 0.662
42 C -0.422 5.301 -0.452
43 C 0.118 4.689 -1.560
44 C 0.259 3.302 -1.523
45 H 0.874 -0.075 -2.091
46 H -1.017 2.615 1.559
47 H -1.261 5.064 1.510
48 H -0.545 6.376 -0.444
49 H 0.414 5.259 -2.430
50 N -1.175 -6.271 -2.466
51 C -0.250 -5.971 -1.540
52 S 0.637 -7.085 -0.740
53 C -0.097 -4.501 -1.237
54 C 1.036 -4.052 -0.561
55 C 1.156 -2.724 -0.231
56 N 0.204 -1.813 -0.522
57 C -0.877 -2.233 -1.196
58 C -1.054 -3.547 -1.579
59 H -1.311 -7.241 -2.701
60 H -1.634 -5.584 -3.038
61 H 1.816 -4.753 -0.303
62 H 2.041 -2.352 0.268
63 H -1.614 -1.478 -1.437
64 H -1.963 -3.797 -2.107

As for the spin multiplicity: 1. Its charge is +2.


Entry Q
# C29H26N3O3RhS2

C29H26N3O3RhS2 as an isolated structure (ωB97M-V with the def2-TZVPD basis set, the Open Molecules 2025 dataset).

Atoms and positions in Å:
1 Rh 0.254 0.345 -0.362
2 C 4.478 0.541 0.055
3 C 3.038 0.681 0.432
4 O 2.225 0.471 -0.520
5 C 2.636 1.042 1.753
6 C 3.609 1.049 2.790
7 C 3.296 1.443 4.057
8 C 1.988 1.877 4.330
9 C 1.023 1.901 3.355
10 C 1.313 1.477 2.044
11 O 0.325 1.566 1.175
12 H 4.561 0.348 -1.011
13 H 4.927 -0.289 0.604
14 H 5.034 1.442 0.314
15 H 4.616 0.727 2.567
16 H 4.042 1.432 4.839
17 H 1.734 2.202 5.330
18 H 0.021 2.250 3.563
19 C -4.047 0.385 0.174
20 C -2.651 -0.077 0.431
21 O -1.778 0.352 -0.349
22 C -2.363 -1.006 1.528
23 C -1.054 -1.388 1.835
24 C -0.770 -2.267 2.853
25 C -1.825 -2.795 3.595
26 C -3.134 -2.434 3.314
27 C -3.406 -1.542 2.289
28 H -4.058 1.057 -0.678
29 H -4.430 0.902 1.055
30 H -4.706 -0.463 -0.015
31 H -0.237 -0.941 1.275
32 H 0.250 -2.542 3.080
33 H -1.620 -3.487 4.400
34 H -3.946 -2.847 3.896
35 H -4.432 -1.271 2.084
36 S 0.997 2.780 -3.958
37 C 0.784 1.448 -2.948
38 N 0.224 1.703 -1.790
39 C -0.070 3.067 -1.628
40 C -0.711 3.685 -0.554
41 C -0.922 5.044 -0.631
42 C -0.526 5.789 -1.751
43 C 0.079 5.183 -2.827
44 C 0.299 3.808 -2.752
45 H 1.102 0.458 -3.230
46 H -1.022 3.120 0.310
47 H -1.410 5.549 0.191
48 H -0.711 6.854 -1.774
49 H 0.367 5.748 -3.703
50 N -1.194 -5.573 -3.933
51 C -0.319 -5.347 -2.941
52 S 0.479 -6.530 -2.146
53 C -0.134 -3.904 -2.557
54 C 1.006 -3.521 -1.853
55 C 1.156 -2.217 -1.448
56 N 0.227 -1.271 -1.692
57 C -0.863 -1.625 -2.386
58 C -1.069 -2.911 -2.842
59 H -1.343 -6.527 -4.223
60 H -1.581 -4.846 -4.507
61 H 1.765 -4.257 -1.627
62 H 2.046 -1.894 -0.926
63 H -1.584 -0.841 -2.580
64 H -1.986 -3.113 -3.378

As for the spin multiplicity: 1. Its charge is +2.


Stability check: which of them is most stable? entry Q.


Entry P
# C3H35O15

A 15-piece molecular cluster, C3H35O15 overall (ωB97M-V with the def2-TZVPD basis set, the Open Molecules 2025 dataset).

Atoms and positions in Å:
1 C 0.027 -2.223 0.889
2 C -0.068 -0.885 0.233
3 C -1.526 -0.655 -0.311
4 O 0.149 0.166 1.156
5 H 1.021 -2.479 1.378
6 H -0.341 -3.004 0.263
7 H -0.730 -2.348 1.713
8 H 0.720 -0.868 -0.518
9 H -1.667 0.338 -0.782
10 H -2.295 -0.709 0.503
11 H -1.752 -1.470 -1.028
12 O -1.795 2.981 -1.341
13 H -2.500 2.480 -1.006
14 H -1.328 3.239 -0.530
15 O 3.056 -2.282 -0.817
16 H 3.077 -1.324 -0.695
17 H 2.448 -2.624 -0.145
18 O 1.582 -1.550 -3.125
19 H 0.810 -1.577 -3.710
20 H 1.243 -1.991 -2.317
21 O 0.673 0.935 -2.609
22 H 1.146 0.096 -2.464
23 H 0.693 1.416 -1.784
24 O -4.234 0.691 0.754
25 H -4.468 0.718 -0.144
26 H -5.092 0.716 1.145
27 O 2.611 -0.607 2.052
28 H 1.823 -0.529 1.557
29 H 2.852 -1.527 2.064
30 O 0.278 -0.890 3.807
31 H 0.104 -0.565 2.920
32 H 1.119 -1.275 3.654
33 O -4.414 1.569 -2.178
34 H -3.568 1.224 -2.480
35 H -4.901 1.471 -3.012
36 O -1.971 0.809 -3.542
37 H -1.225 0.735 -2.954
38 H -1.828 1.513 -4.186
39 O 1.219 2.468 -0.267
40 H 0.793 3.202 0.144
41 H 0.877 1.658 0.118
42 O 0.726 2.325 2.870
43 H -0.069 2.054 3.357
44 H 0.879 1.657 2.213
45 O -1.959 1.606 1.779
46 H -1.136 1.167 1.540
47 H -2.506 0.849 1.413
48 O 3.451 -3.227 1.932
49 H 4.426 -3.313 1.771
50 H 3.370 -3.188 2.899
51 O 3.242 0.668 -0.853
52 H 4.156 0.848 -0.567
53 H 2.778 1.495 -0.745

As for the spin multiplicity: 1. Its charge is -1.


Entry Q
# C3H35O15

A 15-piece molecular cluster, C3H35O15 overall (ωB97M-V with the def2-TZVPD basis set, the Open Molecules 2025 dataset).

Atoms and positions in Å:
1 C -1.399 -0.748 0.574
2 C -0.158 -0.310 -0.163
3 C -0.337 -0.585 -1.667
4 O -0.087 1.071 0.013
5 H -1.664 -1.785 0.322
6 H -2.328 -0.272 0.427
7 H -1.302 -0.702 1.646
8 H 0.821 -0.629 0.077
9 H 0.465 -0.140 -2.258
10 H -1.275 -0.115 -1.891
11 H -0.307 -1.697 -1.829
12 O 2.497 -2.055 1.624
13 H 3.400 -2.214 1.847
14 H 1.960 -1.803 2.326
15 O 0.858 0.764 2.684
16 H 0.971 1.563 3.181
17 H 0.733 0.956 1.771
18 O 2.005 -3.296 -0.817
19 H 2.688 -4.006 -0.895
20 H 2.001 -2.804 -0.029
21 O 0.480 3.079 -1.422
22 H 0.231 2.232 -0.860
23 H 1.419 3.083 -1.673
24 O 0.473 -1.688 3.656
25 H 0.494 -0.677 3.520
26 H 1.096 -1.821 4.364
27 O 2.829 0.426 -3.023
28 H 2.083 -0.116 -2.795
29 H 2.530 1.121 -3.601
30 O 2.300 -2.635 -3.271
31 H 1.842 -2.999 -2.491
32 H 1.764 -1.874 -3.571
33 O -2.320 -1.315 4.252
34 H -2.811 -0.651 3.696
35 H -1.396 -1.437 3.937
36 O -3.051 0.987 3.361
37 H -2.508 1.479 2.696
38 H -3.704 1.573 3.693
39 O -2.304 2.116 -2.325
40 H -1.894 2.704 -1.764
41 H -1.767 1.417 -2.203
42 O 1.248 -0.850 -4.940
43 H 0.447 -0.410 -5.116
44 H 1.917 -0.501 -5.512
45 O -1.726 2.468 1.307
46 H -1.129 1.841 0.880
47 H -1.152 2.970 1.858
48 O 2.933 0.555 0.481
49 H 2.761 -0.345 0.711
50 H 2.093 0.886 0.101
51 O -4.387 2.723 -0.149
52 H -4.054 1.958 0.345
53 H -4.279 2.523 -1.102

As for the spin multiplicity: 1. Its charge is -1.


Stability check: which of them is most stable? entry P.


Entry P
# C3H5N2O2S

An isolated ion of composition C3H5N2O2S and charge +1 (ωB97M-V with the def2-TZVPD basis set, the Open Molecules 2025 dataset).

Atoms and positions in Å:
1 C 0.358 0.932 -0.310
2 C -2.174 -0.681 0.160
3 C -0.860 -1.081 0.253
4 N 0.899 1.727 0.505
5 N 0.337 -0.391 -0.018
6 O -4.074 0.924 -0.135
7 O 1.218 2.988 -0.046
8 S -2.648 0.857 -0.143
9 H -0.017 1.237 -1.266
10 H -2.982 -1.410 0.584
11 H -0.725 -2.094 0.507
12 H 1.149 -0.871 0.354
13 H 1.508 3.657 0.586

As for the spin multiplicity: 1. Its charge is +1.


Entry Q
# C3H5N2O2S

An isolated ion of composition C3H5N2O2S and charge +1 (ωB97M-V with the def2-TZVPD basis set, the Open Molecules 2025 dataset).

Atoms and positions in Å:
1 C -0.376 0.178 -1.401
2 C -1.533 0.623 -0.864
3 C -0.867 0.349 1.651
4 N -2.441 1.500 -1.619
5 N 0.673 -0.467 -0.832
6 O -2.247 1.628 -2.757
7 O -3.246 2.090 -0.915
8 S -2.186 0.435 0.735
9 H -0.148 0.437 -2.393
10 H -1.023 0.303 2.850
11 H 0.063 0.490 1.325
12 H 1.521 -0.382 -1.320
13 H 0.812 -0.897 -0.004

As for the spin multiplicity: 1. Its charge is +1.


Stability check: which of them is most stable? entry P.


Entry P
# C4H13N2O

A 2-piece molecular cluster, C4H13N2O overall (ωB97M-V with the def2-TZVPD basis set, the Open Molecules 2025 dataset).

Atoms and positions in Å:
1 C -0.103 -1.370 -1.903
2 O -0.511 -0.308 -1.136
3 C -0.841 -2.655 -1.539
4 H 0.991 -1.553 -1.806
5 H -0.218 -1.145 -2.988
6 H -0.367 -3.522 -2.028
7 H -1.884 -2.629 -1.862
8 H -0.830 -2.804 -0.459
9 C -0.338 1.777 1.102
10 C 1.031 1.099 1.254
11 N 1.142 0.565 2.627
12 N -0.447 2.306 -0.267
13 H -1.115 1.032 1.300
14 H -0.368 2.592 1.831
15 H 1.079 0.391 0.423
16 H 1.767 1.900 1.151
17 H 2.113 0.430 2.893
18 H 0.717 -0.355 2.672
19 H -0.497 1.458 -0.867
20 H -1.325 2.791 -0.399

As for the spin multiplicity: 1. Its charge is -1.


Entry Q
# C4H13N2O

A 2-piece molecular cluster, C4H13N2O overall (ωB97M-V with the def2-TZVPD basis set, the Open Molecules 2025 dataset).

Atoms and positions in Å:
1 N -2.450 0.735 -2.032
2 C -1.547 -0.462 -1.919
3 O -0.977 -0.505 -0.707
4 H -3.241 0.585 -2.648
5 H -2.781 0.890 -1.086
6 H -2.142 -1.379 -2.140
7 H -0.808 -0.356 -2.751
8 C 1.002 -0.579 1.470
9 C 1.565 0.658 0.768
10 C 0.573 1.805 0.860
11 N 1.959 -1.687 1.442
12 H 0.071 -0.827 0.938
13 H 0.669 -0.320 2.492
14 H 1.767 0.389 -0.267
15 H 2.519 0.907 1.255
16 H 0.427 2.157 1.884
17 H -0.379 1.486 0.431
18 H 0.861 2.647 0.219
19 H 1.485 -2.567 1.585
20 H 2.672 -1.600 2.151

As for the spin multiplicity: 1. Its charge is -1.


Stability check: which of them is most stable? entry P.


Entry P
# C2HNO2

A 2-piece molecular cluster, C2HNO2 overall (ωB97M-V with the def2-TZVPD basis set, the Open Molecules 2025 dataset).

Atoms and positions in Å:
1 O 0.147 -1.910 1.267
2 C 0.225 -1.656 0.039
3 O 0.243 -1.385 -1.067
4 C -0.251 1.732 0.027
5 N 0.567 2.185 -0.616
6 H -0.931 1.034 0.350

As for the spin multiplicity: 1. The SMILES is O=C=O.C#N.


Entry Q
# C2HNO2

One molecule with the formula C2HNO2 (ωB97M-V with the def2-TZVPD basis set, the Open Molecules 2025 dataset).

Atoms and positions in Å:
1 N -2.057 -0.296 -0.135
2 C -0.941 -0.398 0.182
3 C 0.458 -0.375 0.124
4 O 1.158 -1.372 -0.086
5 O 0.951 0.860 -0.058
6 H 0.431 1.581 -0.026

As for the spin multiplicity: 1. The SMILES is N#CC(=O)O.


Stability check: which of them is most stable? entry P.


Entry P
# C2H7N3O3

C2H7N3O3 as an isolated structure (ωB97M-V with the def2-TZVPD basis set, the Open Molecules 2025 dataset).

Atoms and positions in Å:
1 C -0.488 -0.189 0.378
2 C -1.906 -0.117 -0.144
3 N -2.509 -1.228 -0.308
4 N 1.835 -0.727 -0.449
5 N 2.225 0.525 -0.037
6 O -0.276 -1.333 1.012
7 O 0.039 0.957 0.708
8 O -2.368 1.109 -0.658
9 H 0.651 -1.560 1.241
10 H -3.432 -1.109 -0.569
11 H 1.584 -0.767 -1.423
12 H 2.737 0.547 0.928
13 H 2.700 1.140 -0.743
14 H 1.042 0.964 0.373
15 H -1.835 1.788 -0.309

As for the spin multiplicity: 1.


Entry Q
# C2H7N3O3

One molecule with the formula C2H7N3O3 (ωB97M-V with the def2-TZVPD basis set, the Open Molecules 2025 dataset).

Atoms and positions in Å:
1 N 0.872 0.578 1.804
2 N -0.062 1.060 0.969
3 C -0.415 0.101 -0.321
4 N -1.213 -0.978 0.328
5 O -1.230 0.798 -1.201
6 C 0.903 -0.286 -0.977
7 O 1.649 -0.983 -0.346
8 O 1.101 -0.033 -2.249
9 H 1.877 0.893 1.429
10 H 0.949 -0.539 2.009
11 H -0.873 1.123 1.534
12 H -1.425 -1.633 -0.361
13 H -0.478 -1.243 0.984
14 H -2.121 0.722 -0.940
15 H 0.466 0.420 -2.663

As for the spin multiplicity: 1. The SMILES is NN[C@@](N)(O)C(=O)O.


Stability check: which of them is most stable? entry Q.